No. 1
Computed, not measured: 2 unconnected molecules or ions with the total composition C5H14NOS, with the ωB97M-V functional and the def2-TZVPD basis.

## Properties
Expectation value of S²: 0.75
DFT total energy (a.u.): -726.969341
Strongest force on any atom (eV/Å): 6.44
E_HOMO (spin up / spin down) (eV): -8.9 / -8.9
Relative energy (zero: lowest compared OMol25 entry of this formula, charge and spin) (kJ/mol): 153.23
LUMO level (spin up / spin down) (eV): 0.8 / -2.3

```
! wB97M-V def2-TZVPD RIJCOSX def2/J DEFGRID3
* xyz 0 2
C -1.2204 -0.7128 1.7978
N -1.0513 0.3593 0.9255
C 0.2817 0.5003 0.2245
C 0.1179 1.3779 -1.0405
S 1.3022 2.7011 -1.0165
C 1.0598 -0.7713 -0.0597
C -2.4492 -1.6243 1.5167
H -0.2760 -1.3438 1.7884
H -1.4481 -0.2493 2.8443
H -1.6906 0.4592 0.2894
H 0.9316 1.1267 1.0023
H 0.4817 0.7024 -1.8184
H -0.8319 1.7971 -1.2348
H 0.5288 -1.5173 -0.6430
H 1.4508 -1.1769 0.8564
H 1.9507 -0.4771 -0.5747
H -2.3249 -2.0078 0.4919
H -2.7872 -2.4457 2.1899
H -3.3219 -1.0362 1.2987
H 3.1232 2.1244 -3.3199
H 2.8885 1.1244 -2.3025
O 3.2844 1.0896 -3.2156
*
```

No. 2
Computed, not measured: a molecular structure, C23H24N4PtS2Si, with the ωB97M-V functional and the def2-TZVPD basis.

## Properties
DFT total energy (a.u.): -2315.065168
Strongest force on any atom (eV/Å): 0.62
E_HOMO (spin up / spin down) (eV): -7.5 / -7.5
Relative energy (zero: lowest compared OMol25 entry of this formula, charge and spin) (kJ/mol): 15.88
LUMO level (spin up / spin down) (eV): -0.8 / -0.8

```
! wB97M-V def2-TZVPD RIJCOSX def2/J DEFGRID3
* xyz 0 1
Pt 0.5036 -0.6710 0.5120
C -1.4340 -2.6966 4.8767
S 0.0440 -3.5267 4.2434
C 0.2297 -2.6960 2.6793
S 0.4315 -0.9718 2.7405
N 0.2510 -3.4783 1.6440
N 0.4699 -2.7556 0.4848
C 0.2627 -3.2938 -0.6600
C 0.4362 -2.4121 -1.8225
C 0.4515 -2.8998 -3.1186
C 0.6988 -2.0209 -4.1654
C 0.9320 -0.6901 -3.8782
C 0.8673 -0.2601 -2.5590
N 0.6013 -1.0874 -1.5539
H -1.6084 -3.1049 5.8706
H -2.2934 -2.9142 4.2469
H -1.2837 -1.6239 4.9504
H -0.0326 -4.3301 -0.7749
H 0.2893 -3.9532 -3.2957
H 0.7166 -2.3815 -5.1846
H 1.1345 0.0314 -4.6562
H 0.9953 0.7799 -2.2948
C 6.4354 0.9941 1.2748
C 5.9034 -0.3627 0.8201
C 4.4691 -0.3299 0.5553
N 3.3416 -0.2829 0.3477
H 7.5112 0.9332 1.4274
H 5.9692 1.3002 2.2097
H 6.2338 1.7620 0.5297
H 6.0798 -1.1272 1.5792
H 6.4005 -0.6956 -0.0929
C -1.2313 3.0143 -3.7780
C -0.3397 3.6484 -2.9252
C -0.1693 3.1833 -1.6271
C -0.8688 2.0758 -1.1533
C -1.7666 1.4580 -2.0278
C -1.9517 1.9170 -3.3220
Si -0.5898 1.3619 0.5803
C -2.3314 1.1806 1.3005
C -3.1100 2.3274 1.4755
C -4.4035 2.2564 1.9681
C -4.9528 1.0238 2.2952
C -4.2009 -0.1272 2.1254
C -2.9040 -0.0444 1.6352
H -1.3739 3.3788 -4.7876
H 0.2164 4.5125 -3.2671
H 0.5287 3.6929 -0.9716
H -2.3372 0.5998 -1.6866
H -2.6587 1.4229 -3.9770
H 0.0296 2.5030 1.3244
H -2.6982 3.2981 1.2202
H -4.9846 3.1610 2.0972
H -5.9632 0.9637 2.6804
H -4.6231 -1.0926 2.3752
H -2.3228 -0.9497 1.5101
*
```

No. 3
Computed, not measured: a molecular structure, C18H57AsF6O10, with the ωB97M-V functional and the def2-TZVPD basis.

## Properties
DFT total energy (a.u.): -4307.331784
Strongest force on any atom (eV/Å): 3.52
E_HOMO (eV): -9.5
Relative energy (zero: lowest compared OMol25 entry of this formula, charge and spin) (kJ/mol): 297.10
LUMO level (eV): -2.4

```
! wB97M-V def2-TZVPD RIJCOSX def2/J DEFGRID3
* xyz 0 1
O 2.0570 2.1376 -3.2480
H 2.9500 1.9968 -2.9247
H 1.8594 1.6100 -4.0253
H 1.9217 3.0599 -3.4774
As -0.4075 -0.4374 -1.0022
F -1.5126 -1.8318 -1.0626
F 0.8927 -1.4390 -1.7232
F 0.6873 0.9346 -0.9683
F -1.7494 0.5240 -0.2314
F 0.1464 -1.0169 0.6216
F -1.0958 -0.0563 -2.6434
O 1.9022 -1.3720 -4.2225
H 1.3415 -0.7650 -4.7056
H 1.4967 -1.4369 -3.3579
O -1.8734 0.7743 -5.5680
H -2.0561 -0.0836 -5.9512
H -2.2609 0.7341 -4.6937
O -3.7886 -2.9551 -1.3209
H -2.9240 -2.6773 -1.0184
H -4.0135 -3.6956 -0.7576
C -0.1073 5.1466 1.4306
C -0.2425 5.5937 -0.0528
C -0.2061 4.3749 -0.9791
O -1.5587 6.1424 -0.1656
H 0.8002 4.5461 1.4941
H -0.9672 4.5845 1.7950
H -0.1524 6.0642 2.0171
H 0.5539 6.2765 -0.3488
H -0.2503 4.7212 -2.0117
H -1.0675 3.7270 -0.8171
H 0.7152 3.8102 -0.8361
H -2.2427 5.7015 0.3436
C -0.8774 -2.3557 4.2464
C -0.7214 -3.3584 3.0445
C -1.8435 -3.2487 2.0255
O 0.4328 -3.1135 2.2685
H -0.0148 -2.1319 4.8741
H -1.6005 -2.8091 4.9244
H -1.3613 -1.4071 4.0138
H -0.6608 -4.3742 3.4350
H -2.1330 -2.2001 1.9559
H -2.6501 -3.9082 2.3458
H -1.4943 -3.5101 1.0266
H 0.2796 -2.3053 1.7736
C 1.8839 2.1802 3.9580
C 1.2270 1.2703 2.9280
C -0.3069 1.2300 2.9180
O 1.6337 1.6176 1.6355
H 2.9231 2.2539 3.6374
H 1.8392 1.7619 4.9635
H 1.4093 3.1604 4.0033
H 1.5923 0.2540 3.0753
H -0.6480 2.2510 2.7472
H -0.7303 0.7850 3.8185
H -0.7866 0.6350 2.1408
H 1.5311 0.8417 1.0796
C -5.1379 3.8780 -1.4932
C -4.5658 2.4911 -1.2178
C -3.9990 1.8103 -2.5021
O -3.5652 2.6013 -0.2034
H -4.3697 4.5012 -1.9510
H -5.4976 4.3487 -0.5783
H -6.0038 3.8505 -2.1547
H -5.2872 1.7452 -0.8840
H -3.6834 0.7915 -2.2774
H -3.0804 2.2970 -2.8300
H -4.6989 1.7995 -3.3376
H -3.0034 1.8232 -0.2269
C 4.6639 -0.0868 1.9835
C 4.9540 -0.3083 0.4411
C 3.7377 -0.7065 -0.4468
O 5.4759 0.9420 0.0966
H 3.7685 0.4120 2.3543
H 5.4794 0.3768 2.5387
H 4.4796 -1.0572 2.4444
H 5.6473 -1.1443 0.3487
H 4.0829 -0.9520 -1.4511
H 2.9787 0.0676 -0.5600
H 3.1509 -1.5486 -0.0797
H 6.3745 1.0239 0.4244
C 1.3927 -4.4160 -0.7544
C 0.6166 -5.7716 -0.5470
C 0.2096 -6.4165 -1.8308
O 1.4923 -6.6798 0.1253
H 1.7162 -3.8650 0.1287
H 0.7280 -3.7596 -1.3160
H 2.3380 -4.6208 -1.2569
H -0.2649 -5.6975 0.0897
H -0.2778 -7.3598 -1.5841
H 1.0713 -6.6098 -2.4698
H -0.4925 -5.7662 -2.3525
H 1.7988 -6.2055 0.9016
*
```

No. 4
Computed, not measured: a molecular structure, C30H23IIrN3O4, with the ωB97M-V functional and the def2-TZVPD basis.

## Properties
DFT total energy (a.u.): -2023.681032
Strongest force on any atom (eV/Å): 4.70
E_HOMO (eV): -13.3
Relative energy (zero: lowest compared OMol25 entry of this formula, charge and spin) (kJ/mol): 0.00
LUMO level (eV): -7.4

```
! wB97M-V def2-TZVPD RIJCOSX def2/J DEFGRID3
* xyz 2 1
Ir -0.1486 -0.1649 -0.4497
C 2.8876 1.2037 -3.4607
O 1.8672 2.2398 -3.2093
C 1.0230 1.7064 -2.3728
N 1.2467 0.5400 -1.9180
C 2.5476 0.0639 -2.4690
C 2.4897 -1.3255 -3.0716
C 3.2695 -1.6337 -4.1810
C 3.2629 -2.9156 -4.7148
C 2.4824 -3.9067 -4.1432
C 1.7069 -3.6134 -3.0299
C 1.7240 -2.3348 -2.4970
C -0.1880 2.3655 -1.9370
C -0.6273 3.6330 -2.2601
C -1.8567 4.0484 -1.7657
C -2.6356 3.1759 -1.0164
C -2.1344 1.9173 -0.7571
N -0.9163 1.5416 -1.1718
C -2.8083 0.7996 -0.1400
N -2.2672 -0.3519 -0.2689
C -3.1557 -1.3438 0.4022
C -4.2417 -0.4353 1.0197
O -3.9371 0.9093 0.4991
C -2.4137 -2.2427 1.3559
C -3.0395 -2.8386 2.4404
C -2.3402 -3.7295 3.2469
C -1.0184 -4.0472 2.9675
C -0.3802 -3.4514 1.8873
C -1.0946 -2.5710 1.0958
H 3.8593 1.6558 -3.2949
H 2.7918 0.9071 -4.5007
H 3.2631 0.0511 -1.6434
H 3.9042 -0.8837 -4.6379
H 3.8695 -3.1369 -5.5826
H 2.4792 -4.9057 -4.5577
H 1.0997 -4.3852 -2.5755
H 1.1489 -2.1394 -1.5988
H -0.0211 4.2682 -2.8914
H -2.2274 5.0378 -1.9991
H -3.6146 3.4542 -0.6510
H -3.5873 -1.9720 -0.3802
H -4.1879 -0.3801 2.1034
H -5.2478 -0.6873 0.7037
H -4.0803 -2.6281 2.6593
H -2.8356 -4.1820 4.0952
H -0.4869 -4.7606 3.5822
H 0.6498 -3.6919 1.6593
H -0.6360 -2.1573 0.1893
I 1.9388 4.5458 6.6392
C 1.4508 3.4130 4.9761
C 0.2978 2.6324 4.9933
C -0.0113 1.8536 3.8955
C 0.8331 1.8560 2.7842
C 1.9849 2.6453 2.7708
C 2.2908 3.4310 3.8649
C 0.5099 1.0391 1.6333
O 1.3118 0.8961 0.6440
O -0.6158 0.4342 1.5157
H -0.3472 2.6331 5.8603
H -0.8983 1.2333 3.8957
H 2.6317 2.6366 1.9030
H 3.1782 4.0480 3.8640
*
```

No. 5
Computed, not measured: 2 unconnected molecules or ions with the total composition C2H11N3, with the ωB97M-V functional and the def2-TZVPD basis.

## Properties
DFT total energy (a.u.): -247.015285
Strongest force on any atom (eV/Å): 2.90
E_HOMO (eV): -9.0
Relative energy (zero: lowest compared OMol25 entry of this formula, charge and spin) (kJ/mol): 91.94
LUMO level (eV): 1.0

```
! wB97M-V def2-TZVPD RIJCOSX def2/J DEFGRID3
* xyz 0 1
C 1.1904 -0.6936 2.6602
N 1.0527 -0.5677 1.1796
H 0.2802 -0.2947 3.0971
H 1.3909 -1.7320 2.9338
H 2.0591 -0.0998 2.9210
H 1.8940 -1.0199 0.8431
H 0.3208 -0.7370 0.5312
N -0.6787 0.2387 -2.7951
C -1.4798 0.3645 -1.5559
N -0.9286 1.2453 -0.5251
H 0.1583 0.7990 -2.6753
H -0.3148 -0.7110 -2.7786
H -1.6784 -0.6148 -1.1292
H -2.4337 0.8260 -1.8348
H -0.6254 2.0910 -0.9744
H -0.2069 0.9060 0.1023
*
```

No. 6
Computed, not measured: 8 unconnected molecules or ions with the total composition C28H47N8O7, with the ωB97M-V functional and the def2-TZVPD basis.

## Properties
DFT total energy (a.u.): -2058.679713
Strongest force on any atom (eV/Å): 12.30
E_HOMO (eV): -9.5
Relative energy (zero: lowest compared OMol25 entry of this formula, charge and spin) (kJ/mol): 119.58
LUMO level (eV): -5.6

```
! wB97M-V def2-TZVPD RIJCOSX def2/J DEFGRID3
* xyz 1 1
C 1.5895 0.2848 -1.5886
C 1.4235 0.1978 -0.0666
C 2.6625 -0.6302 0.4484
C 2.7535 -0.3602 1.9554
C 3.0085 1.1148 2.1844
C 1.9695 2.1118 1.6484
N 1.2355 1.6058 0.4344
O 0.5285 2.4088 -0.2376
C 2.5215 3.5518 1.3844
C 0.8275 2.2698 2.7984
C 0.1525 -0.5412 0.2954
H 0.6365 0.6668 -2.2216
H 1.7665 -0.7032 -1.9476
H 2.4565 0.9618 -2.0726
H 3.5705 -0.3032 0.1314
H 2.4965 -1.7272 0.2424
H 3.6345 -1.0892 2.1684
H 1.9245 -0.6162 2.2654
H 3.9175 1.2158 1.8784
H 2.9745 1.5108 3.2474
H 3.0835 3.7318 0.2874
H 3.1975 3.8508 2.2394
H 1.8295 4.4668 1.3774
H 0.3205 1.3508 3.3634
H 0.0135 2.9748 2.4624
H 1.5225 2.8178 3.7864
H 0.3725 -1.5182 0.1654
H -0.6365 -0.2152 -0.2276
H -0.2455 -0.5452 1.2544
N -2.2935 0.5168 -5.1386
C -1.8555 0.1688 -3.9246
C -3.0355 -0.0512 -2.9736
C -4.2315 0.3108 -3.8046
C -3.6435 0.6478 -5.1806
H -1.8555 0.4358 -6.1726
H -1.0215 -0.1432 -3.7686
H -2.8265 -0.5042 -2.0236
H -5.2035 0.2378 -3.4486
H -4.1515 0.9138 -6.1836
N 2.6055 -4.3622 -4.8586
C 1.5825 -3.5502 -5.3426
C 1.8975 -2.2482 -4.6056
C 3.2295 -2.3972 -3.7186
C 3.6425 -3.8652 -4.0196
H 2.6045 -5.3062 -5.2296
H 0.9525 -4.0352 -6.0956
H 1.3475 -1.3542 -4.4046
H 3.8795 -1.6112 -3.4186
H 4.4255 -4.5552 -4.0966
N -2.1655 5.7358 0.0864
C -3.2475 5.8288 0.9674
C -2.6185 6.3298 2.2024
C -1.1765 6.5358 2.0524
C -0.9485 6.1498 0.6034
H -2.2575 5.2488 -0.6796
H -4.1555 5.5878 0.5664
H -3.0845 6.6748 3.1014
H -0.3205 6.7368 2.6444
H -0.0045 6.1018 0.1494
N -2.8435 -3.2932 -2.4316
C -2.7995 -3.6862 -1.1526
C -1.3615 -3.6452 -0.7656
C -0.5915 -3.2092 -2.0696
C -1.6555 -2.9222 -3.0706
H -3.7515 -3.4672 -3.0346
H -3.6535 -4.0402 -0.4936
H -1.0025 -4.1372 0.1894
H 0.4985 -3.1722 -2.1556
H -1.5885 -2.7282 -4.0796
C 3.1795 -4.5572 1.9234
N 1.7925 -4.3212 2.3664
O 1.1145 -3.4892 1.6474
O 1.3635 -5.0572 3.3064
H 3.6335 -5.5622 1.8514
H 3.7265 -4.0372 2.7984
H 3.4165 -4.2802 0.8654
C -2.7795 3.2168 3.9954
N -3.0445 2.5088 2.7364
O -2.1495 1.8348 2.2164
O -4.1795 2.6218 2.2104
H -2.0315 4.0068 3.9254
H -2.3025 2.3718 4.2684
H -3.7905 3.5368 4.3314
C -1.4475 -2.2882 3.9504
N -0.3585 -1.4672 4.5734
O 0.7775 -1.9692 4.7534
O -0.6815 -0.3742 4.9704
H -1.9565 -1.5752 3.3834
H -2.1645 -2.7072 4.7004
H -0.9465 -3.1362 3.3474
*
```